Molecular formula: C17H13Cl2N3O5STeW
Method: DFT, wB97M-V/def2-TZVPD

Element x y z (Å)
W: 11.38118 14.60640 5.40713
Cl: 18.02276 17.62029 5.98228
C: 16.62926 16.65911 5.56845
C: 16.74314 15.26149 5.56150
C: 15.66955 14.44092 5.27283
Cl: 15.88736 12.72360 5.26994
C: 14.37745 14.94477 5.01962
O: 13.36873 14.10808 4.95813
C: 14.28804 16.41922 4.98739
C: 13.09130 17.07595 4.76112
O: 11.95112 16.45009 4.71932
C: 15.44002 17.22442 5.17187
H: 17.67755 14.77457 5.84523
H: 13.09410 18.15764 4.49516
H: 15.39733 18.30394 5.06710
N: 5.74272 17.68701 5.64668
C: 6.94447 17.06733 5.62009
C: 7.11068 15.76788 6.07844
C: 8.30457 15.10315 5.94644
N: 9.39107 15.67750 5.39339
C: 9.22800 16.89157 4.84266
C: 8.06026 17.67184 4.98286
H: 4.91696 17.21111 5.97474
H: 5.61584 18.62627 5.31460
H: 6.33782 15.20497 6.55636
H: 8.34343 14.05260 6.17587
H: 10.03427 17.24251 4.20547
H: 8.21083 18.71756 4.76014
O: 11.03033 13.46130 7.05574
N: 11.31629 14.70157 7.32614
O: 10.84308 14.39735 3.14554
C: 10.28421 13.32584 3.45765
O: 10.36869 12.88853 4.63618
H: 9.63344 12.78397 2.75983
Te: 13.46679 10.59073 4.33032
C: 13.41737 8.56448 4.86765
C: 12.95051 8.32378 6.15338
C: 12.72411 6.92528 6.39097
C: 13.04235 6.16479 5.25297
S: 13.68804 7.14341 3.94264
H: 12.88191 9.06779 6.90936
H: 12.31573 6.52656 7.28234
H: 12.96792 5.10328 5.10757

As for the LUMO energy (spin up / spin down): -7.09 / -8.83 eV. Its max |F| is 0.0605 Eh/bohr. The value obtained for the HOMO energy (spin up / spin down) is -13.786 / -13.786 eV. For the energy above the lowest of the compared OMol25 structures with the same formula, charge and spin, the calculation gives 0.0 kJ/mol. The multiplicity is 3. For the HOMO-LUMO gap (spin up / spin down), the calculation gives 6.696 / 4.954 eV. As for the molar mass: 753.7 g mol⁻¹. Its charge is +2.